1.
The following is a quantum chemistry calculation of C38H50N9SSbSi2W as an isolated structure at a distorted geometry, from the OMol25 dataset.

For the LUMO energy (spin up / spin down), the calculation gives -0.2167 / -0.2169 Ha. As for the molecular weight: 1026.720 g/mol. For the energy above the lowest of the compared OMol25 structures with the same formula, charge and spin, the calculation gives 0.0 kcal/mol. The HOMO energy (spin up / spin down) comes out at -0.430 / -0.431 Ha. As for the orbital gap (spin up / spin down): 5.8 / 5.8 eV.

```
! RIJCOSX wB97M-V def2-TZVPD def2/J DEFGRID3
* xyz 2 1
H -1.271 3.408 0.763
N 2.428 0.515 -1.067
H -2.451 -3.578 0.786
H 1.263 -4.834 -0.566
H 2.208 -0.733 -3.994
H -4.095 -0.722 2.428
H -2.413 2.523 -3.436
H -2.308 3.974 -2.439
H -0.957 -1.657 5.826
S 2.218 -1.376 1.085
N 0.792 2.323 -0.298
C -2.179 1.854 3.425
H 5.364 1.389 0.358
N 1.989 -3.954 1.654
C -2.152 -0.214 1.678
C 2.832 0.451 -2.347
C -4.264 1.273 -0.447
H -0.124 1.961 -2.837
H 2.969 -3.951 1.882
N 0.245 -1.373 -1.506
C 3.135 -2.761 -1.560
H -4.153 1.215 3.990
H -0.395 -4.341 -0.966
N -0.567 -1.656 0.914
C -1.121 1.636 2.549
H 2.026 0.982 -4.222
H 3.000 0.758 6.833
H 3.602 -1.783 -1.492
Si 1.317 -2.794 -2.023
W 0.347 0.173 -0.092
C 0.747 5.027 0.398
H -5.037 1.976 -0.768
C -1.779 -0.263 -2.053
H 6.156 1.058 -1.987
C -0.509 -1.571 4.837
C 0.507 3.266 -1.236
H -1.262 -1.215 4.138
C 1.402 -2.804 1.287
H -4.351 1.197 0.636
H -2.920 3.090 1.273
N 0.068 -2.849 1.055
H 0.866 0.100 -3.210
C 1.153 4.070 1.314
H 3.342 -3.287 -0.630
C 2.827 1.014 4.701
C -1.825 -1.567 1.190
H 0.720 6.075 0.663
C 4.672 1.085 -0.417
C -3.275 -0.021 2.465
H 1.467 -4.796 1.831
C 0.672 -0.645 4.827
H 3.680 1.678 4.631
H -4.242 -1.110 -4.249
N -1.104 0.655 1.647
H -3.854 3.196 -2.693
C -2.288 3.292 0.410
H -3.544 0.720 -2.871
C -3.298 1.051 3.350
C 3.338 0.904 -0.120
H 0.594 -5.162 -2.148
C 2.102 0.646 3.574
Si -2.610 2.024 -0.932
C -1.470 -2.506 -2.922
C 0.623 -4.422 -1.346
H -0.199 -2.572 4.527
C -2.791 3.001 -2.535
H -3.750 -2.440 1.036
C 1.360 -0.338 6.003
H -2.973 -3.259 -4.221
H 1.035 -0.758 6.945
C -2.940 -0.171 -2.858
H 2.321 -2.779 -4.298
C 1.908 0.181 -3.491
C 1.234 2.734 0.914
C 0.489 4.613 -0.897
H 1.415 2.799 -3.065
C 5.114 0.926 -1.729
H -2.596 4.259 0.007
H 1.018 -3.938 -4.194
H -0.941 -3.443 -2.949
H 0.643 -2.247 -4.434
H 1.487 4.364 2.301
C 4.177 0.645 -2.688
H 0.275 5.332 -1.675
H -4.506 0.306 -0.879
C -2.754 -2.717 1.381
C -3.351 -1.212 -3.646
H -0.481 -3.686 1.185
H -2.833 -3.005 2.431
H -0.089 3.683 -3.241
C 0.400 2.895 -2.676
H -2.107 2.666 4.134
C 1.312 -2.926 -3.912
C -0.977 -1.413 -2.166
H 4.455 0.554 -3.729
N -1.340 0.692 -1.127
H 3.641 -3.310 -2.358
C -2.629 -2.411 -3.646
C 2.447 0.503 5.939
H -0.260 2.280 2.582
N 1.041 -0.157 3.643
Sb 2.898 1.739 1.862
*
```

Results of the Löwdin charge analysis, in e, for atoms 1 through 99: number 1, H, carries -0.01; number 2, N, carries -0.09; number 3, H, carries 0.09; number 4, H, carries 0.02; number 5, H, carries 0.06; number 6, H, carries 0.13; number 7, H, carries 0.04; number 8, H, carries 0.03; number 9, H, carries 0.09; number 10, S, carries 0.80; number 11, N, carries -0.09; number 12, C, carries -0.02; number 13, H, carries 0.09; number 14, N, carries 0.14; number 15, C, carries -0.24; number 16, C, carries -0.31; number 17, C, carries -0.14; number 18, H, carries 0.05; number 19, H, carries 0.12; number 20, N, carries -0.18; number 21, C, carries -0.18; number 22, H, carries 0.13; number 23, H, carries 0.02; number 24, N, carries -0.07; number 25, C, carries -0.14; number 26, H, carries 0.10; number 27, H, carries 0.12; number 28, H, carries 0.01; number 29, Si, carries 0.52; number 30, W, carries 1.46; number 31, C, carries -0.02; number 32, H, carries 0.05; number 33, C, carries -0.31; number 34, H, carries 0.13; number 35, C, carries -0.01; number 36, C, carries -0.29; number 37, H, carries 0.05; number 38, C, carries -0.78; number 39, H, carries 0.01; number 40, H, carries 0.03; number 41, N, carries 0.01; number 42, H, carries 0.05; number 43, C, carries -0.13; number 44, H, carries 0.01; number 45, C, carries -0.14; number 46, C, carries -0.23; number 47, H, carries 0.13; number 48, C, carries -0.12; number 49, C, carries -0.02; number 50, H, carries 0.13; number 51, C, carries -0.32; number 52, H, carries 0.08; number 53, H, carries 0.12; number 54, N, carries 0.01; number 55, H, carries 0.05; number 56, C, carries -0.14; number 57, H, carries 0.07; number 58, C, carries -0.02; number 59, C, carries -0.52; number 60, H, carries 0.05; number 61, C, carries -0.49; number 62, Si, carries 0.52; number 63, C, carries -0.07; number 64, C, carries -0.17; number 65, H, carries 0.08; number 66, C, carries -0.16; number 67, H, carries 0.10; number 68, C, carries -0.01; number 69, H, carries 0.12; number 70, H, carries 0.12; number 71, C, carries -0.07; number 72, H, carries 0.04; number 73, C, carries -0.04; number 74, C, carries -0.49; number 75, C, carries -0.01; number 76, H, carries 0.09; number 77, C, carries -0.02; number 78, H, carries 0.06; number 79, H, carries 0.05; number 80, H, carries 0.07; number 81, H, carries 0.04; number 82, H, carries 0.11; number 83, C, carries -0.01; number 84, H, carries 0.13; number 85, H, carries 0.04; number 86, C, carries 0.02; number 87, C, carries -0.06; number 88, H, carries 0.14; number 89, H, carries 0.11; number 90, H, carries 0.09; number 91, C, carries -0.02; number 92, H, carries 0.13; number 93, C, carries -0.17; number 94, C, carries -0.33; number 95, H, carries 0.13; number 96, N, carries -0.18; number 97, H, carries 0.05; number 98, C, carries -0.06; number 99, C, carries -0.04

=====

2.
The following is a quantum chemistry calculation of C38H52BrCaN4O2SbSi3 as an isolated structure at a distorted geometry, from the OMol25 dataset.

For the LUMO energy, the calculation gives -0.0007 Ha. As for the molecular weight: 922.860 g/mol. The HOMO energy comes out at -0.266 Ha. As for the orbital gap: 7.2 eV.

```
! RIJCOSX wB97M-V def2-TZVPD def2/J DEFGRID3
* xyz 0 1
H -0.953 -3.843 -5.398
H 2.643 -3.844 -0.714
H 3.320 1.479 -2.178
H 0.110 -1.540 3.110
C -2.906 3.877 -2.705
H -2.637 3.634 0.235
C 4.235 -3.339 2.681
C -1.220 0.734 5.292
C 3.212 -3.234 1.755
C 0.215 -6.209 -5.148
C 0.386 -8.024 -3.589
H -3.868 1.210 4.280
H -3.629 0.609 -2.343
H -0.870 4.553 1.076
H 2.511 -4.056 1.642
N -1.461 -0.410 0.321
C 3.021 -2.086 0.992
H 2.748 5.464 -2.778
Sb 0.627 2.184 0.840
H -1.109 4.250 3.394
C 1.213 2.874 -4.103
O 1.363 -0.880 -0.452
H 4.071 3.039 -2.507
H 1.620 -0.665 2.870
C -2.004 -1.537 -0.154
H -3.332 4.816 -3.040
C -0.146 -5.810 -2.811
H -1.788 -1.774 -1.198
C -1.629 3.833 -2.195
H -2.812 4.690 3.475
C -1.075 2.606 -1.763
H 0.140 2.720 -4.251
C 0.453 -7.549 -4.889
N 2.270 -2.984 -1.091
H 5.901 -2.332 3.584
O 3.867 0.121 0.450
H 0.778 4.824 0.475
H 0.945 -1.325 -2.628
H 3.579 2.621 -0.862
C -3.666 2.709 -2.765
Si -2.597 2.441 2.451
H -0.564 0.777 6.164
H 1.115 -1.125 4.496
C 0.756 -0.765 3.529
C -3.080 1.546 -2.311
C -3.028 -2.018 1.916
Si 1.607 3.298 -2.285
C -1.681 -0.029 1.583
H 0.256 -5.840 -6.166
C -1.129 1.260 2.108
H 1.959 5.567 -1.207
H -3.751 2.272 0.263
H 0.683 -8.223 -5.703
C 4.953 -1.126 2.100
H 0.558 -9.072 -3.383
H -0.405 -5.147 -2.001
H 1.546 1.988 5.146
C -0.036 -2.761 -3.904
Si -0.148 0.880 3.726
C 5.104 -2.272 2.855
C 0.075 -7.152 -2.554
C -4.096 1.631 3.299
H -4.863 2.396 3.442
H 1.006 5.716 -2.686
H 0.510 4.582 2.203
H -2.631 -0.576 3.434
C -0.372 -3.921 -4.486
H 0.999 -2.596 0.531
C -2.107 3.865 3.598
H 1.723 1.954 -4.399
H -4.179 3.773 1.082
Ca -0.054 0.192 -1.336
H 0.693 3.202 4.195
C 1.133 2.203 4.158
Br -0.848 -1.177 -4.647
H 4.355 -4.243 3.263
C 0.176 4.288 1.208
H 0.002 -7.524 -1.540
C -2.466 -0.863 2.408
C 3.926 -1.017 1.162
H 1.529 3.663 -4.789
C -2.803 -2.374 0.587
N -1.834 1.482 -1.845
C -0.062 -5.314 -4.112
C 1.846 5.190 -2.226
C 0.292 2.438 -1.314
C 3.301 2.539 -1.915
H -4.675 2.708 -3.152
H -1.033 4.731 -2.103
H 3.061 0.025 -0.114
H -3.230 -3.269 0.158
C -3.352 3.097 0.856
H -3.643 -2.641 2.553
H -1.943 1.546 5.388
H -4.531 0.844 2.682
H 5.631 -0.288 2.203
C 1.834 -2.068 0.020
H -1.765 -0.210 5.344
H -2.138 3.558 4.644
N 1.488 -3.273 -2.132
H 1.960 2.218 3.447
C 0.847 -2.396 -2.800
*
```

Results of the Löwdin charge analysis, in e, for atoms 1 through 99: number 1, H, carries 0.09; number 2, H, carries 0.12; number 3, H, carries 0.03; number 4, H, carries 0.03; number 5, C, carries -0.06; number 6, H, carries 0.00; number 7, C, carries -0.10; number 8, C, carries -0.17; number 9, C, carries -0.06; number 10, C, carries -0.04; number 11, C, carries -0.09; number 12, H, carries 0.02; number 13, H, carries 0.11; number 14, H, carries -0.01; number 15, H, carries 0.11; number 16, N, carries -0.04; number 17, C, carries -0.12; number 18, H, carries 0.03; number 19, Sb, carries 1.45; number 20, H, carries -0.01; number 21, C, carries -0.17; number 22, O, carries -0.47; number 23, H, carries 0.03; number 24, H, carries 0.02; number 25, C, carries -0.14; number 26, H, carries 0.11; number 27, C, carries -0.05; number 28, H, carries 0.11; number 29, C, carries -0.05; number 30, H, carries 0.04; number 31, C, carries -0.48; number 32, H, carries 0.02; number 33, C, carries -0.09; number 34, N, carries 0.03; number 35, H, carries 0.10; number 36, O, carries 0.03; number 37, H, carries -0.02; number 38, H, carries 0.03; number 39, H, carries 0.02; number 40, C, carries -0.08; number 41, Si, carries 0.49; number 42, H, carries 0.04; number 43, H, carries 0.04; number 44, C, carries -0.14; number 45, C, carries -0.16; number 46, C, carries -0.04; number 47, Si, carries 0.41; number 48, C, carries -0.40; number 49, H, carries 0.11; number 50, C, carries -0.50; number 51, H, carries 0.01; number 52, H, carries 0.03; number 53, H, carries 0.10; number 54, C, carries -0.01; number 55, H, carries 0.10; number 56, H, carries 0.10; number 57, H, carries 0.04; number 58, C, carries -0.60; number 59, Si, carries 0.45; number 60, C, carries -0.09; number 61, C, carries -0.08; number 62, C, carries -0.17; number 63, H, carries 0.04; number 64, H, carries 0.02; number 65, H, carries -0.01; number 66, H, carries 0.08; number 67, C, carries -0.11; number 68, H, carries 0.14; number 69, C, carries -0.17; number 70, H, carries 0.02; number 71, H, carries 0.04; number 72, Ca, carries 1.14; number 73, H, carries 0.02; number 74, C, carries -0.20; number 75, Br, carries 0.75; number 76, H, carries 0.10; number 77, C, carries -0.29; number 78, H, carries 0.10; number 79, C, carries -0.06; number 80, C, carries -0.28; number 81, H, carries 0.03; number 82, C, carries -0.05; number 83, N, carries -0.06; number 84, C, carries -0.22; number 85, C, carries -0.19; number 86, C, carries -0.63; number 87, C, carries -0.19; number 88, H, carries 0.10; number 89, H, carries 0.10; number 90, H, carries 0.07; number 91, H, carries 0.11; number 92, C, carries -0.16; number 93, H, carries 0.12; number 94, H, carries 0.00; number 95, H, carries 0.03; number 96, H, carries 0.12; number 97, C, carries -0.40; number 98, H, carries 0.03; number 99, H, carries 0.03

=====

What is the molecular weight in the first record? 1026.720 g/mol

=====

Among the records above, which one has the highest molecular weight? C38H50N9SSbSi2W

=====

Look up the molecular weight of the first one. 1026.720 g/mol

=====

Which of these has the highest molecular weight? C38H50N9SSbSi2W